No. 1
This record from OMol25 describes 3 unconnected molecules or ions with the total composition C4H17N2O2 in a non-equilibrium geometry. The level of theory is ωB97M-V/def2-TZVPD.

For the LUMO energy, the calculation gives -2.94 eV. The calculation puts the largest force on an atom at 5.256 eV/A. As for the total energy: -422.25090 Eh. As for the energy relative to the best compared isomer or geometry (same formula, charge and spin): 3.858 eV. As for the spin multiplicity: 1. The charge is +1. The value obtained for the highest occupied orbital energy is -12.63 eV.

Atoms and positions in Å:
N (0.619, 0.600, 2.041)
C (1.511, 0.032, 0.909)
C (2.278, 1.247, 0.341)
C (0.585, -0.744, 0.003)
N (-0.054, 0.003, -1.131)
C (0.725, -0.069, -2.492)
H (0.561, 0.018, 2.804)
H (0.898, 1.547, 2.232)
H (-0.359, 0.599, 1.541)
H (2.325, -0.620, 1.282)
H (1.521, 2.033, 0.281)
H (2.692, 1.328, -0.649)
H (2.861, 1.752, 0.994)
H (0.839, -1.823, -0.442)
H (-0.318, -1.335, 0.416)
H (-0.083, 1.028, -0.892)
H (1.536, 0.679, -2.578)
H (1.038, -1.211, -2.555)
H (-0.059, 0.017, -3.399)
H (-4.364, -1.773, -0.550)
H (-4.045, -3.364, -0.677)
O (-3.816, -2.597, -0.235)
H (-2.250, 1.117, 0.223)
H (-2.735, 0.619, 1.444)
O (-1.906, 0.918, 1.089)

Forces on atoms 1 to 6 (eV/Å):
-0.7 0.5 -4.4
1.9 -0.7 0.1
-3.9 0.3 -1.7
-2.6 -3.4 -3.0
1.6 1.4 -1.0
-2.3 -2.4 -0.2

---

No. 2
This record from OMol25 describes 4 unconnected molecules or ions with the total composition C4H17NO3 in a non-equilibrium geometry. The level of theory is ωB97M-V/def2-TZVPD.

Its SMILES is CNC(C)C.O.O.O. For the LUMO energy, the calculation gives 0.73 eV. The calculation puts the largest force on an atom at 5.950 eV/A. As for the total energy: -442.95812 Eh. As for the energy relative to the best compared isomer or geometry (same formula, charge and spin): 3.242 eV. As for the spin multiplicity: 1. The charge is 0. The value obtained for the highest occupied orbital energy is -8.46 eV.

Atoms and positions in Å:
C (1.740, -0.824, -0.438)
N (0.470, -0.772, -1.223)
C (-0.133, 0.556, -1.612)
C (0.432, 1.094, -2.947)
C (0.126, 1.527, -0.378)
H (1.547, -0.176, 0.414)
H (2.682, -0.360, -0.697)
H (2.062, -1.860, -0.412)
H (0.381, -1.411, -1.910)
H (-1.243, 0.213, -1.718)
H (-0.249, 1.235, -3.815)
H (1.262, 0.385, -3.247)
H (0.558, 2.108, -2.702)
H (-0.423, 2.427, -0.320)
H (1.005, 2.086, -0.317)
H (-0.236, 0.966, 0.528)
O (-0.951, 2.132, 2.631)
H (-0.547, 1.578, 3.364)
H (-1.305, 1.457, 2.132)
O (-1.202, -0.723, 1.389)
H (-0.778, -1.516, 1.544)
H (-1.319, -0.462, 0.553)
O (-0.988, -3.267, 2.918)
H (-1.792, -3.261, 2.450)
H (-1.099, -3.132, 3.812)

Forces on atoms 1 to 6 (eV/Å):
-1.0 0.6 -0.8
1.0 3.4 2.9
-0.6 -1.5 0.8
-0.8 -1.4 -0.4
-2.8 -2.2 -0.2
-0.1 -1.3 1.1

---

No. 3
This record from OMol25 describes 4 unconnected molecules or ions with the total composition C4H17NO4. The level of theory is ωB97M-V/def2-TZVPD.

Its SMILES is COC[C@H](C)N.O.O.O. For the LUMO energy, the calculation gives 0.36 eV. The calculation puts the largest force on an atom at 0.915 eV/A. As for the total energy: -518.30418 Eh. As for the energy relative to the best compared isomer or geometry (same formula, charge and spin): 0.015 eV. As for the spin multiplicity: 1. The charge is 0. The value obtained for the highest occupied orbital energy is -10.08 eV.

Atoms and positions in Å:
C (25.705, -15.435, 25.043)
O (25.309, -15.721, 23.741)
C (24.430, -16.825, 23.683)
C (24.176, -17.125, 22.219)
C (23.040, -18.117, 22.052)
N (25.391, -17.603, 21.528)
H (24.853, -15.170, 25.686)
H (26.398, -14.593, 25.028)
H (26.235, -16.275, 25.517)
H (24.903, -17.690, 24.178)
H (23.499, -16.592, 24.217)
H (23.898, -16.166, 21.772)
H (22.817, -18.299, 21.004)
H (22.152, -17.786, 22.598)
H (23.277, -19.089, 22.508)
H (25.812, -18.346, 22.079)
H (26.080, -16.858, 21.506)
O (24.464, -17.424, 18.790)
H (24.054, -16.555, 18.717)
H (24.710, -17.524, 19.730)
O (23.234, -14.721, 19.592)
H (24.076, -14.330, 19.846)
H (22.574, -14.067, 19.842)
O (25.226, -18.735, 16.369)
H (26.018, -18.192, 16.340)
H (24.752, -18.401, 17.148)

Forces on atoms 1 to 6 (eV/Å):
0.4 0.2 0.8
0.0 -0.1 -0.3
0.2 0.0 0.0
0.1 -0.1 0.2
-0.1 -0.4 0.5
-0.3 0.3 0.1

---

No. 4
This record from OMol25 describes 5 unconnected molecules or ions with the total composition C4H18N2O5 in a non-equilibrium geometry. The level of theory is ωB97M-V/def2-TZVPD.

Its SMILES is NC[C@@H](N)CC=O.O.O.O.O. For the LUMO energy, the calculation gives 0.25 eV. The calculation puts the largest force on an atom at 2.251 eV/A. As for the total energy: -648.87174 Eh. As for the energy relative to the best compared isomer or geometry (same formula, charge and spin): 2.668 eV. As for the spin multiplicity: 1. The charge is 0. The value obtained for the highest occupied orbital energy is -8.09 eV.

Atoms and positions in Å:
N (1.786, 0.503, 0.250)
C (1.296, 1.864, 0.201)
C (0.104, 1.985, -0.855)
N (0.260, 1.449, -2.188)
C (-1.206, 1.470, -0.264)
C (-2.460, 1.984, -0.892)
O (-3.279, 2.647, -0.313)
H (2.686, 0.295, -0.149)
H (1.663, -0.031, 1.106)
H (2.051, 2.548, -0.162)
H (0.924, 2.209, 1.155)
H (0.123, 3.067, -1.007)
H (0.793, 2.048, -2.798)
H (0.319, 0.450, -2.316)
H (-1.295, 1.616, 0.830)
H (-1.129, 0.390, -0.325)
H (-2.533, 1.662, -1.947)
O (-2.242, -3.539, 1.397)
H (-1.660, -4.007, 0.794)
H (-1.712, -3.439, 2.182)
O (2.374, -0.647, 2.833)
H (3.128, -0.275, 3.301)
H (2.815, -1.461, 2.533)
O (-0.714, -1.902, -1.594)
H (-1.541, -1.480, -1.401)
H (-0.903, -2.648, -2.177)
O (0.444, -2.230, 0.826)
H (-0.388, -2.650, 1.059)
H (0.294, -1.879, -0.080)

Forces on atoms 1 to 6 (eV/Å):
-0.3 -0.5 0.1
-0.6 -1.4 -1.7
0.6 0.8 0.6
-0.3 0.4 0.2
0.3 0.0 1.6
0.6 -0.5 -0.2

---

No. 5
This record from OMol25 describes 6 unconnected molecules or ions with the total composition C4H18N2O7 in a non-equilibrium geometry. The level of theory is ωB97M-V/def2-TZVPD.

For the LUMO energy (spin up / spin down), the calculation gives -3.36 / -8.98 eV. The calculation puts the largest force on an atom at 3.893 eV/A. As for the total energy: -799.06617 Eh. As for the spin multiplicity: 2. The charge is +1. The value obtained for the highest occupied orbital energy (spin up / spin down) is -14.08 / -14.08 eV. As for the expectation value of S²: 0.7594.

Atoms and positions in Å:
C (0.799, 2.191, -1.698)
C (-0.430, 1.402, -2.188)
C (0.150, 0.502, -3.354)
O (1.295, 0.481, -3.679)
N (1.573, 1.385, -0.760)
C (1.040, 0.902, 0.447)
N (0.506, 1.812, 1.328)
O (1.245, -0.282, 0.634)
H (1.407, 2.659, -2.440)
H (0.479, 3.149, -1.150)
H (-1.233, 2.069, -2.392)
H (-0.717, 0.604, -1.455)
H (-0.648, -0.136, -3.832)
H (2.153, 0.761, -1.285)
H (0.140, 2.709, 0.992)
H (-0.220, 1.466, 1.954)
H (-1.422, -0.253, 3.445)
H (-2.031, 0.701, 2.521)
O (-1.467, 0.698, 3.286)
H (-2.982, -1.534, 1.804)
H (-1.609, -1.451, 1.271)
O (-2.375, -0.894, 1.398)
H (1.220, -0.843, 2.364)
H (0.627, -1.027, 3.763)
O (0.823, -1.520, 2.939)
H (1.375, -2.010, -1.277)
H (0.960, -2.298, -2.839)
O (0.671, -2.134, -1.940)
H (-0.311, -2.511, 1.313)
H (-0.213, -3.429, 0.059)
O (-0.806, -3.168, 0.770)

Forces on atoms 1 to 6 (eV/Å):
-0.7 2.5 2.9
2.2 -2.1 -0.1
-1.9 0.3 -0.1
0.1 0.0 0.4
-1.2 1.5 -2.2
-0.1 0.7 2.2

---

No. 6
This record from OMol25 describes 7 unconnected molecules or ions with the total composition C4H18NO9 in a non-equilibrium geometry. The level of theory is ωB97M-V/def2-TZVPD.

For the LUMO energy, the calculation gives 3.13 eV. The calculation puts the largest force on an atom at 2.502 eV/A. As for the total energy: -895.28565 Eh. As for the energy relative to the best compared isomer or geometry (same formula, charge and spin): 0.000 eV. As for the spin multiplicity: 1. The charge is -1. The value obtained for the highest occupied orbital energy is -6.52 eV.

Atoms and positions in Å:
O (0.426, 0.803, -0.617)
C (0.668, 0.820, 0.600)
O (1.860, 0.819, 1.045)
C (-0.372, 1.155, 1.679)
C (-0.212, 0.152, 2.823)
C (-0.552, -1.208, 2.271)
N (0.447, -2.098, 2.085)
O (-1.711, -1.481, 1.998)
H (-0.127, 2.163, 2.007)
H (-1.391, 1.128, 1.296)
H (-0.793, 0.303, 3.732)
H (0.825, 0.227, 3.160)
H (1.409, -1.844, 2.197)
H (0.239, -3.028, 1.770)
H (2.040, 1.738, -1.694)
H (1.172, 1.982, -2.905)
O (2.071, 2.075, -2.594)
H (-3.019, 2.455, 0.045)
H (-3.248, 2.336, -1.385)
O (-3.750, 2.273, -0.558)
H (2.062, -1.160, -1.842)
H (0.717, -0.597, -1.831)
O (1.179, -1.378, -2.157)
H (2.943, -0.015, 0.295)
H (3.800, 0.329, -0.985)
O (3.597, -0.394, -0.402)
H (-0.931, 0.521, -3.475)
H (-0.939, 0.939, -1.976)
O (-1.418, 0.992, -2.809)
H (-2.372, -2.428, -0.011)
H (-2.180, -2.366, -1.532)
O (-2.402, -2.937, -0.828)

Forces on atoms 1 to 6 (eV/Å):
-1.3 -0.2 -0.4
1.9 1.6 0.4
-0.8 -0.5 0.6
-0.4 -0.5 -0.1
0.9 0.1 0.2
-0.2 -0.4 0.1

---

Copy entry 1 word for word.
This record from OMol25 describes 3 unconnected molecules or ions with the total composition C4H17N2O2 in a non-equilibrium geometry. The level of theory is ωB97M-V/def2-TZVPD.

For the LUMO energy, the calculation gives -2.94 eV. The calculation puts the largest force on an atom at 5.256 eV/A. As for the total energy: -422.25090 Eh. As for the energy relative to the best compared isomer or geometry (same formula, charge and spin): 3.858 eV. As for the spin multiplicity: 1. The charge is +1. The value obtained for the highest occupied orbital energy is -12.63 eV.

Atoms and positions in Å:
N (0.619, 0.600, 2.041)
C (1.511, 0.032, 0.909)
C (2.278, 1.247, 0.341)
C (0.585, -0.744, 0.003)
N (-0.054, 0.003, -1.131)
C (0.725, -0.069, -2.492)
H (0.561, 0.018, 2.804)
H (0.898, 1.547, 2.232)
H (-0.359, 0.599, 1.541)
H (2.325, -0.620, 1.282)
H (1.521, 2.033, 0.281)
H (2.692, 1.328, -0.649)
H (2.861, 1.752, 0.994)
H (0.839, -1.823, -0.442)
H (-0.318, -1.335, 0.416)
H (-0.083, 1.028, -0.892)
H (1.536, 0.679, -2.578)
H (1.038, -1.211, -2.555)
H (-0.059, 0.017, -3.399)
H (-4.364, -1.773, -0.550)
H (-4.045, -3.364, -0.677)
O (-3.816, -2.597, -0.235)
H (-2.250, 1.117, 0.223)
H (-2.735, 0.619, 1.444)
O (-1.906, 0.918, 1.089)

Forces on atoms 1 to 6 (eV/Å):
-0.7 0.5 -4.4
1.9 -0.7 0.1
-3.9 0.3 -1.7
-2.6 -3.4 -3.0
1.6 1.4 -1.0
-2.3 -2.4 -0.2

---

Repeat the second record exactly.
This record from OMol25 describes 4 unconnected molecules or ions with the total composition C4H17NO3 in a non-equilibrium geometry. The level of theory is ωB97M-V/def2-TZVPD.

Its SMILES is CNC(C)C.O.O.O. For the LUMO energy, the calculation gives 0.73 eV. The calculation puts the largest force on an atom at 5.950 eV/A. As for the total energy: -442.95812 Eh. As for the energy relative to the best compared isomer or geometry (same formula, charge and spin): 3.242 eV. As for the spin multiplicity: 1. The charge is 0. The value obtained for the highest occupied orbital energy is -8.46 eV.

Atoms and positions in Å:
C (1.740, -0.824, -0.438)
N (0.470, -0.772, -1.223)
C (-0.133, 0.556, -1.612)
C (0.432, 1.094, -2.947)
C (0.126, 1.527, -0.378)
H (1.547, -0.176, 0.414)
H (2.682, -0.360, -0.697)
H (2.062, -1.860, -0.412)
H (0.381, -1.411, -1.910)
H (-1.243, 0.213, -1.718)
H (-0.249, 1.235, -3.815)
H (1.262, 0.385, -3.247)
H (0.558, 2.108, -2.702)
H (-0.423, 2.427, -0.320)
H (1.005, 2.086, -0.317)
H (-0.236, 0.966, 0.528)
O (-0.951, 2.132, 2.631)
H (-0.547, 1.578, 3.364)
H (-1.305, 1.457, 2.132)
O (-1.202, -0.723, 1.389)
H (-0.778, -1.516, 1.544)
H (-1.319, -0.462, 0.553)
O (-0.988, -3.267, 2.918)
H (-1.792, -3.261, 2.450)
H (-1.099, -3.132, 3.812)

Forces on atoms 1 to 6 (eV/Å):
-1.0 0.6 -0.8
1.0 3.4 2.9
-0.6 -1.5 0.8
-0.8 -1.4 -0.4
-2.8 -2.2 -0.2
-0.1 -1.3 1.1